# 1
Below is 14 unconnected molecules or ions with the total composition C50H140N12O14 in a non-equilibrium geometry, with properties calculated with wB97M-V/def2-TZVPD.

ORCA input file:
```
! wB97M-V def2-TZVPD RIJCOSX def2/J DEFGRID3
* xyz 0 1
C -20.23 -14.89 -18.39
C -18.76 -14.60 -17.96
C -18.40 -15.49 -16.83
O -19.39 -15.33 -15.71
C -19.24 -16.34 -14.73
N -17.83 -14.68 -19.07
H -20.96 -14.99 -17.59
H -20.30 -15.86 -18.89
H -20.56 -14.15 -19.12
H -18.72 -13.59 -17.57
H -17.38 -15.36 -16.46
H -18.37 -16.49 -17.27
H -19.85 -16.06 -13.87
H -18.19 -16.44 -14.44
H -19.66 -17.31 -15.02
H -18.15 -15.49 -19.59
H -18.08 -13.89 -19.65
C -16.54 -16.15 -24.00
C -15.57 -15.62 -22.98
C -14.49 -14.65 -23.54
O -13.69 -15.24 -24.52
C -12.76 -14.44 -25.18
N -16.29 -14.96 -21.95
H -16.03 -16.76 -24.75
H -17.04 -15.36 -24.56
H -17.29 -16.79 -23.52
H -15.07 -16.48 -22.55
H -13.90 -14.23 -22.72
H -15.07 -13.83 -23.96
H -12.11 -13.94 -24.46
H -13.17 -13.65 -25.81
H -11.92 -14.89 -25.70
H -16.84 -15.72 -21.57
H -15.67 -14.74 -21.19
C -16.31 -8.72 -17.02
C -16.98 -7.71 -17.92
C -18.05 -6.81 -17.27
O -19.22 -7.62 -16.98
C -20.42 -6.89 -16.77
N -16.11 -6.87 -18.78
H -15.64 -8.19 -16.34
H -15.75 -9.48 -17.57
H -17.01 -9.34 -16.47
H -17.46 -8.40 -18.61
H -18.34 -6.01 -17.95
H -17.59 -6.45 -16.35
H -20.41 -6.28 -15.87
H -21.19 -7.63 -16.54
H -20.84 -6.34 -17.61
H -15.62 -7.53 -19.36
H -16.74 -6.49 -19.47
C -17.89 -10.96 -20.10
C -19.25 -10.82 -20.76
C -20.09 -9.61 -20.22
O -21.34 -9.47 -20.92
C -21.85 -8.13 -20.99
N -19.10 -10.71 -22.20
H -17.26 -10.12 -20.39
H -17.36 -11.87 -20.42
H -17.99 -11.02 -19.02
H -19.82 -11.71 -20.49
H -19.57 -8.66 -20.15
H -20.37 -9.88 -19.20
H -21.83 -7.74 -19.98
H -22.88 -8.16 -21.35
H -21.31 -7.47 -21.66
H -19.97 -10.37 -22.56
H -18.52 -9.89 -22.34
C -11.85 -9.60 -17.29
C -11.03 -9.88 -16.04
C -11.80 -10.62 -14.91
O -12.21 -11.90 -15.32
C -13.02 -12.61 -14.32
N -9.82 -10.63 -16.45
H -11.11 -9.23 -17.99
H -12.53 -8.80 -16.99
H -12.34 -10.47 -17.73
H -10.63 -8.95 -15.63
H -12.62 -10.08 -14.44
H -11.16 -10.71 -14.03
H -13.90 -12.11 -13.92
H -12.30 -12.77 -13.51
H -13.34 -13.59 -14.65
H -10.07 -11.59 -16.65
H -9.20 -10.74 -15.67
C -8.56 -8.88 -23.30
C -9.51 -9.91 -23.86
C -10.80 -9.33 -24.56
O -11.65 -10.35 -25.02
C -12.98 -9.88 -25.46
N -8.79 -10.62 -24.91
H -7.79 -9.28 -22.63
H -9.20 -8.22 -22.71
H -8.11 -8.28 -24.08
H -9.72 -10.51 -22.98
H -10.49 -8.63 -25.34
H -11.27 -8.75 -23.77
H -13.69 -9.93 -24.64
H -13.29 -10.51 -26.30
H -12.96 -8.86 -25.84
H -9.53 -11.11 -25.39
H -8.26 -11.36 -24.47
C -9.41 -13.64 -21.41
C -8.41 -13.68 -20.22
C -6.98 -13.23 -20.50
O -6.24 -14.12 -21.40
C -4.79 -14.00 -21.38
N -9.03 -12.88 -19.18
H -9.52 -12.65 -21.86
H -10.37 -14.03 -21.08
H -8.98 -14.24 -22.21
H -8.45 -14.72 -19.87
H -6.43 -13.20 -19.56
H -6.84 -12.20 -20.81
H -4.20 -14.63 -20.71
H -4.44 -13.00 -21.15
H -4.36 -14.13 -22.37
H -9.96 -13.25 -19.03
H -8.59 -13.03 -18.28
C -15.82 -15.64 -12.61
C -16.09 -14.32 -12.02
C -17.24 -13.56 -12.76
O -16.72 -13.35 -14.08
C -17.53 -12.71 -15.07
N -16.46 -14.54 -10.65
H -14.87 -15.97 -12.19
H -15.86 -15.71 -13.70
H -16.57 -16.36 -12.31
H -15.17 -13.74 -12.12
H -17.31 -12.56 -12.31
H -18.24 -14.00 -12.80
H -17.13 -12.72 -16.08
H -17.71 -11.69 -14.73
H -18.53 -13.15 -15.08
H -17.33 -14.93 -10.32
H -16.44 -13.66 -10.15
C -11.34 -17.93 -19.26
C -11.95 -16.73 -20.02
C -11.76 -16.89 -21.55
O -10.44 -16.94 -21.95
C -10.14 -16.83 -23.35
N -13.35 -16.78 -19.63
H -11.52 -17.79 -18.20
H -10.28 -17.96 -19.51
H -11.74 -18.84 -19.69
H -11.46 -15.80 -19.74
H -12.19 -16.01 -22.03
H -12.22 -17.80 -21.91
H -10.52 -15.90 -23.78
H -10.48 -17.69 -23.93
H -9.07 -16.93 -23.52
H -13.83 -15.91 -19.78
H -13.26 -16.76 -18.62
C -15.01 -12.06 -18.52
C -14.59 -12.93 -19.76
C -13.15 -12.63 -20.27
O -13.10 -11.32 -20.69
C -11.76 -10.88 -21.04
N -14.81 -14.30 -19.48
H -14.52 -12.32 -17.59
H -16.09 -12.18 -18.39
H -14.61 -11.06 -18.68
H -15.39 -12.67 -20.45
H -12.77 -13.36 -20.99
H -12.47 -12.78 -19.43
H -11.76 -9.81 -21.27
H -11.39 -11.37 -21.94
H -11.00 -10.99 -20.27
H -15.80 -14.28 -19.27
H -14.43 -14.59 -18.59
C -9.83 -14.54 -15.95
C -10.99 -14.98 -16.84
C -12.00 -15.97 -16.17
O -13.20 -15.96 -16.92
C -14.11 -16.80 -16.34
N -11.61 -13.75 -17.28
H -10.24 -13.94 -15.13
H -9.02 -13.99 -16.43
H -9.35 -15.39 -15.48
H -10.62 -15.47 -17.74
H -12.21 -15.59 -15.17
H -11.54 -16.95 -16.10
H -15.06 -16.83 -16.89
H -14.35 -16.50 -15.32
H -13.75 -17.83 -16.36
H -11.91 -13.17 -16.51
H -12.41 -13.97 -17.86
C -14.58 -6.36 -22.52
C -13.79 -7.52 -21.97
C -12.77 -7.10 -20.90
O -11.78 -6.25 -21.51
C -10.66 -6.05 -20.65
N -14.68 -8.60 -21.53
H -15.00 -5.76 -21.72
H -15.31 -6.70 -23.26
H -13.91 -5.68 -23.05
H -13.24 -8.00 -22.77
H -12.50 -8.00 -20.34
H -13.17 -6.39 -20.18
H -10.06 -6.95 -20.54
H -10.92 -5.49 -19.75
H -9.88 -5.40 -21.07
H -15.26 -8.82 -22.33
H -14.11 -9.42 -21.43
C -15.92 -11.24 -23.22
O -16.30 -9.98 -23.66
H -16.64 -12.01 -23.49
H -14.88 -11.50 -23.44
H -15.87 -11.21 -22.13
H -16.35 -10.02 -24.62
C -8.60 -9.20 -19.47
O -8.46 -8.61 -18.13
H -8.46 -10.28 -19.55
H -9.64 -9.05 -19.74
H -7.99 -8.65 -20.19
H -8.87 -9.20 -17.49
*
```

Calculated values
orbital gap	9.31	eV
total energy	-100656.561	eV
relative energy (zero: lowest compared OMol25 entry of this formula, charge and spin)	62.5	kcal per mole
strongest force on any atom	3.12	eV/A
E_LUMO	0.454	eV

# 2
Below is C4H6O2 in the gas phase, with properties calculated with wB97M-V/def2-TZVPD.

ORCA input file:
```
! wB97M-V def2-TZVPD RIJCOSX def2/J DEFGRID3
* xyz 0 1
C 0.50 -1.20 0.93
C 0.57 0.31 0.81
O 1.36 0.99 1.43
C -0.39 0.99 -0.12
C -0.55 0.50 -1.49
O -1.54 0.27 -0.51
H 0.01 -1.68 0.07
H 1.50 -1.61 1.08
H -0.10 -1.46 1.82
H -0.53 2.06 0.09
H -0.01 -0.38 -1.84
H -0.82 1.21 -2.27
*
```

Calculated values
orbital gap	10.83	eV
total energy	-8338.792	eV
relative energy (zero: lowest compared OMol25 entry of this formula, charge and spin)	38.5	kcal per mole
strongest force on any atom	0.54	eV/A
SMILES string	CC(=O)[C@H]1CO1
E_LUMO	0.922	eV

# 3
Below is 2 unconnected molecules or ions with the total composition C3H11N2 in a non-equilibrium geometry, with properties calculated with wB97M-V/def2-TZVPD.

ORCA input file:
```
! wB97M-V def2-TZVPD RIJCOSX def2/J DEFGRID3
* xyz 1 1
C -0.30 -1.41 1.06
N -0.40 -0.78 2.18
H -1.15 -1.73 0.50
H 0.66 -1.75 0.72
H 0.26 -0.58 2.92
H -1.36 -0.51 2.41
C -0.82 1.02 -0.52
N 0.10 -0.08 -0.77
C 1.40 0.44 -1.24
H -1.89 0.71 -0.44
H -0.57 1.97 -0.04
H -0.98 1.57 -1.47
H -0.33 -0.69 -1.52
H 1.79 1.14 -0.47
H 1.37 0.90 -2.22
H 2.24 -0.21 -1.10
*
```

Calculated values
orbital gap	9.86	eV
total energy	-6261.111	eV
relative energy (zero: lowest compared OMol25 entry of this formula, charge and spin)	57.0	kcal per mole
strongest force on any atom	4.11	eV/A
E_LUMO	-3.962	eV

# 4
Below is a molecular structure, C51H57Br2GeNOP2Ti, with properties calculated with wB97M-V/def2-TZVPD.

ORCA input file:
```
! wB97M-V def2-TZVPD RIJCOSX def2/J DEFGRID3
* xyz 2 1
Ti -0.29 -0.42 -0.29
C -4.09 -2.34 -0.07
C -3.54 -1.12 -0.75
C -4.21 0.11 -0.68
C -3.69 1.25 -1.27
C -2.50 1.19 -1.99
C -1.88 -0.04 -2.17
C -2.38 -1.19 -1.53
H -3.43 -3.20 -0.20
H -5.06 -2.59 -0.48
H -4.22 -2.16 1.00
H -5.13 0.17 -0.12
H -4.23 2.18 -1.18
H -2.11 2.09 -2.45
H -1.01 -0.13 -2.82
H -1.89 -2.14 -1.70
C -1.02 -2.47 -4.53
C -0.05 -3.20 -3.64
C 0.49 -4.42 -4.11
C 1.44 -5.06 -3.40
C 1.92 -4.49 -2.20
C 2.98 -5.03 -1.43
Br 3.79 -6.66 -1.92
C 3.48 -4.35 -0.36
C 2.88 -3.15 0.04
Br 3.74 -2.17 1.40
C 1.77 -2.66 -0.59
O 1.11 -1.55 -0.17
C 1.31 -3.30 -1.77
N 0.32 -2.66 -2.49
H -1.78 -1.94 -3.97
H -0.48 -1.75 -5.14
H -1.52 -3.16 -5.20
H 0.13 -4.82 -5.05
H 1.87 -5.99 -3.76
H 4.33 -4.73 0.18
C 1.31 0.21 2.36
C 0.79 1.67 2.29
P -0.71 1.79 1.21
C -2.11 1.77 2.37
C -2.16 2.73 3.39
C -3.25 2.79 4.23
C -4.32 1.92 4.07
C -4.27 0.96 3.07
C -3.17 0.88 2.24
C -0.83 3.49 0.57
C 0.27 4.29 0.29
C 0.10 5.54 -0.29
C -1.16 6.00 -0.61
C -2.27 5.21 -0.32
C -2.11 3.97 0.27
P -0.11 -0.96 2.39
C -0.87 -0.73 4.02
C -0.26 -0.02 5.04
C -0.84 0.02 6.30
C -2.02 -0.67 6.55
C -2.62 -1.40 5.54
C -2.05 -1.43 4.27
C 0.31 -2.72 2.42
C 1.21 -3.32 3.29
C 1.41 -4.69 3.23
C 0.69 -5.46 2.32
C -0.25 -4.87 1.49
C -0.44 -3.51 1.55
H 2.01 0.07 3.19
H 1.88 -0.02 1.46
H 1.57 2.31 1.89
H 0.53 2.05 3.28
H -1.35 3.44 3.50
H -3.27 3.54 5.02
H -5.17 1.98 4.72
H -5.09 0.26 2.95
H -3.10 0.09 1.50
H 1.27 3.98 0.57
H 0.97 6.16 -0.48
H -1.29 6.97 -1.07
H -3.27 5.57 -0.53
H -2.98 3.38 0.53
H 0.67 0.50 4.88
H -0.35 0.57 7.10
H -2.46 -0.64 7.54
H -3.53 -1.95 5.73
H -2.52 -2.02 3.49
H 1.77 -2.72 4.01
H 2.12 -5.16 3.89
H 0.86 -6.53 2.28
H -0.84 -5.48 0.81
H -1.21 -2.99 0.97
C 4.69 1.85 0.25
C 5.34 1.11 -0.91
C 4.44 0.91 -2.13
C 3.18 0.07 -1.80
Ge 1.59 1.15 -1.52
C 0.87 1.88 -3.18
C 1.71 3.06 -3.69
C 1.01 3.83 -4.82
C 0.76 2.98 -6.06
H 5.41 2.03 1.05
H 3.86 1.27 0.67
H 4.30 2.82 -0.07
H 5.69 0.13 -0.57
H 6.24 1.66 -1.23
H 5.01 0.39 -2.90
H 4.18 1.88 -2.56
H 3.38 -0.54 -0.91
H 2.93 -0.62 -2.61
H 1.83 2.25 -0.47
H -0.15 2.20 -3.02
H 0.85 1.07 -3.92
H 2.68 2.71 -4.05
H 1.91 3.76 -2.87
H 1.63 4.69 -5.08
H 0.06 4.23 -4.44
H 1.68 2.51 -6.41
H 0.37 3.59 -6.87
H 0.03 2.18 -5.87
*
```

Calculated values
orbital gap (alpha / beta)	6.85 / 6.26	eV
total energy	-295631.722	eV
relative energy (zero: lowest compared OMol25 entry of this formula, charge and spin)	0.1	kcal per mole
strongest force on any atom	0.45	eV/A
E_LUMO (alpha / beta)	-6.046 / -6.709	eV

# 5
Below is a molecular structure, C21H8Cl5N2S5Tl, with properties calculated with wB97M-V/def2-TZVPD.

ORCA input file:
```
! wB97M-V def2-TZVPD RIJCOSX def2/J DEFGRID3
* xyz -2 1
Tl 2.09 0.57 1.28
C -1.66 4.50 0.95
C -0.51 3.70 1.02
N -0.54 2.40 1.06
C -1.72 1.77 1.05
C -2.94 2.48 1.00
C -2.88 3.88 0.95
C -4.19 1.77 1.01
C -4.21 0.43 1.06
C -2.99 -0.33 1.08
C -3.01 -1.74 1.11
C -1.84 -2.43 1.13
C -0.63 -1.70 1.10
N -0.57 -0.39 1.07
C -1.74 0.31 1.07
H -1.58 5.58 0.91
H 0.49 4.15 1.03
H -3.80 4.45 0.89
H -5.12 2.34 0.99
H -5.15 -0.10 1.08
H -3.97 -2.25 1.11
H -1.81 -3.51 1.16
H 0.32 -2.23 1.10
Cl 4.89 1.36 -0.62
C 3.62 1.15 -1.81
C 2.29 1.18 -1.39
C 1.37 1.11 -2.42
Cl -0.35 1.17 -2.03
C 1.70 0.99 -3.77
Cl 0.49 0.95 -5.02
C 3.05 0.90 -4.13
Cl 3.50 0.71 -5.79
C 4.02 0.98 -3.14
Cl 5.70 0.88 -3.57
S 1.35 -7.56 0.67
C 1.81 -5.97 0.93
S 2.12 -4.83 -0.30
C 2.51 -3.40 0.66
C 2.43 -3.60 2.01
S 2.59 -2.45 3.30
S 2.00 -5.25 2.47
S 2.84 -1.95 -0.25
*
```

Calculated values
orbital gap	4.33	eV
total energy	-146371.541	eV
relative energy (zero: lowest compared OMol25 entry of this formula, charge and spin)	18.0	kcal per mole
strongest force on any atom	0.97	eV/A
E_LUMO	3.786	eV

- Number 4 is which compound?
  C51H57Br2GeNOP2Ti